1.
DFT (the ωB97M-V functional and the def2-TZVPD basis) results for C34H32BrEuIN2O3S as an isolated structure at a distorted geometry.

ORCA input file:
```
! wB97M-V def2-TZVPD RIJCOSX def2/J DEFGRID3
* xyz -1 7
Eu -0.17 -1.18 -0.97
C -2.88 1.28 -0.42
C -3.23 0.71 -1.78
C -4.29 1.31 -2.50
C -4.61 0.84 -3.73
C -3.91 -0.25 -4.27
C -4.23 -0.76 -5.55
C -3.54 -1.83 -6.03
C -2.54 -2.44 -5.24
C -2.20 -2.01 -3.97
S -1.05 -2.93 -3.04
C -2.88 -0.83 -3.48
N -2.53 -0.30 -2.26
H -3.54 2.11 -0.17
H -1.85 1.64 -0.40
H -2.97 0.52 0.34
H -4.83 2.14 -2.06
H -5.41 1.29 -4.31
H -5.01 -0.28 -6.13
H -3.76 -2.23 -7.01
H -2.02 -3.31 -5.62
Br -0.06 0.62 1.93
C 1.59 -0.06 2.59
C 2.01 0.46 3.78
C 3.19 -0.07 4.36
C 3.85 -1.09 3.75
C 3.39 -1.64 2.52
C 4.07 -2.74 1.93
C 3.61 -3.25 0.75
C 2.50 -2.66 0.11
C 1.80 -1.59 0.60
C 2.24 -1.10 1.87
H 1.45 1.24 4.27
H 3.55 0.34 5.30
H 4.74 -1.52 4.21
H 4.93 -3.16 2.43
H 4.11 -4.09 0.29
H 2.22 -3.09 -0.85
O -0.60 -3.23 0.28
C -1.33 -2.53 1.01
O -1.91 -1.48 0.56
C -1.44 -2.85 2.47
C -2.31 -2.13 3.29
C -2.36 -2.39 4.65
C -1.54 -3.37 5.20
C -0.67 -4.09 4.38
C -0.62 -3.83 3.02
H -2.92 -1.36 2.84
H -3.04 -1.83 5.29
H -1.57 -3.57 6.27
H -0.02 -4.84 4.81
H 0.06 -4.35 2.36
I 3.58 -0.29 -2.46
C 1.46 -0.70 -2.91
H 1.57 -1.52 -3.61
H 1.22 0.18 -3.52
O 0.17 1.40 -1.17
C 0.81 2.42 -0.98
C 2.21 2.40 -0.41
C 2.42 3.23 0.87
C 2.56 4.74 0.66
C 1.31 5.41 0.09
C 0.96 4.91 -1.31
N 0.29 3.62 -1.37
H 2.90 2.75 -1.19
H 2.44 1.35 -0.24
H 3.33 2.85 1.35
H 1.61 3.04 1.57
H 3.40 4.93 -0.03
H 2.83 5.22 1.60
H 1.45 6.49 0.06
H 0.46 5.21 0.75
H 1.88 4.88 -1.91
H 0.30 5.62 -1.80
H -0.65 3.57 -1.73
*
```

⟨S²⟩: 12.0146
Kohn-Sham gap (spin up / spin down) (Eh): 0.2298 / 0.2310
E (eV): -153212.030
HOMO level (spin up / spin down) (Eh): -0.14778 / -0.14897

Löwdin atomic charge list, values in e, 5 entries: Eu 1.7310; C -0.0487; C -0.3108; C -0.0373; C -0.0282

2.
DFT (the ωB97M-V functional and the def2-TZVPD basis) results for C34H32F3N5O2PRuS3 as an isolated structure at a distorted geometry.

ORCA input file:
```
! wB97M-V def2-TZVPD RIJCOSX def2/J DEFGRID3
* xyz 1 5
Ru -0.83 0.69 0.23
N 1.68 -0.69 -2.92
C 1.10 -0.36 -1.78
O 0.17 0.49 -1.81
C 1.55 -0.95 -0.49
C 1.14 -0.14 0.73
H 1.30 -0.27 -3.77
H 2.34 -1.52 -2.85
H 2.61 -1.04 -0.43
H 1.09 -1.90 -0.34
H 1.81 0.67 1.00
H 1.03 -0.85 1.51
F -5.95 4.23 -1.41
C -5.06 3.31 -1.62
F -3.97 3.89 -2.16
F -5.53 2.44 -2.60
C -4.80 2.62 -0.32
C -5.66 2.79 0.78
C -5.33 2.23 1.95
C -4.15 1.46 2.02
N -3.31 1.24 0.97
C -3.62 1.83 -0.17
S -2.47 1.45 -1.45
H -6.54 3.43 0.63
H -5.89 2.23 2.87
H -3.82 0.95 2.95
C 3.89 -3.67 -0.57
C 2.68 -4.33 0.05
C 1.90 -5.29 -0.62
C 0.73 -5.82 -0.06
C 0.42 -5.53 1.25
N -0.68 -6.18 1.87
C -1.58 -5.61 2.72
O -2.26 -6.20 3.51
N -1.70 -4.19 2.59
C -1.82 -3.49 1.34
C -2.21 -4.11 0.17
C -2.24 -3.34 -0.99
C -1.90 -1.98 -0.97
N -1.59 -1.40 0.20
C -1.46 -2.14 1.31
C 1.28 -4.72 1.99
C 2.38 -4.09 1.42
H 4.78 -4.28 -0.62
H 4.18 -2.88 0.15
H 3.65 -3.30 -1.58
H 2.17 -5.70 -1.62
H 0.08 -6.46 -0.59
H -0.64 -7.18 2.05
H -2.29 -3.81 3.31
H -2.47 -5.16 0.13
H -2.59 -3.70 -1.96
H -1.96 -1.38 -1.88
H -1.20 -1.55 2.24
H 1.11 -4.50 3.09
H 2.96 -3.41 2.00
S 0.76 5.36 2.30
P 0.84 4.12 0.82
S -0.69 2.68 1.25
C 2.41 3.20 0.85
C 2.85 2.68 -0.33
C 4.00 1.94 -0.24
C 4.60 1.58 0.99
C 4.12 2.07 2.15
C 2.95 2.81 2.09
C 0.56 4.78 -0.88
C -0.46 4.43 -1.84
C -0.32 4.94 -3.13
C 0.68 5.90 -3.44
C 1.62 6.30 -2.47
C 1.50 5.76 -1.18
H 2.35 3.03 -1.25
H 4.53 1.58 -1.13
H 5.51 0.95 1.00
H 4.49 1.85 3.10
H 2.49 3.22 2.94
H -1.25 3.79 -1.66
H -1.05 4.58 -3.90
H 0.55 6.38 -4.41
H 2.26 7.14 -2.66
H 2.19 6.09 -0.41
*
```

⟨S²⟩: 6.0290
Kohn-Sham gap (spin up / spin down) (Eh): 0.2713 / 0.2201
E (eV): -99846.688
HOMO level (spin up / spin down) (Eh): -0.39461 / -0.39581

Löwdin atomic charge list, values in e, 5 entries: Ru 1.0216; N 0.2116; C -0.5074; O -0.1640; C -0.1864

3.
DFT (the ωB97M-V functional and the def2-TZVPD basis) results for C34H32F5IrN5P as an isolated structure at a distorted geometry.

ORCA input file:
```
! wB97M-V def2-TZVPD RIJCOSX def2/J DEFGRID3
* xyz 1 2
Ir -0.28 -0.90 0.53
F 0.93 -0.47 2.94
C 0.04 -1.41 2.47
F -1.09 -1.26 3.20
C 0.60 -2.80 2.90
F 0.02 -3.78 2.20
F 0.37 -3.03 4.18
F 1.93 -2.86 2.69
C 3.07 -4.92 -1.49
C 1.81 -4.97 -0.65
N 1.34 -3.61 -0.46
C 2.16 -2.56 -0.28
N 1.63 -1.37 0.03
C 2.51 -0.21 0.24
C 3.85 -0.65 0.79
C 4.44 -1.65 -0.18
N 3.48 -2.73 -0.44
C 4.07 -4.03 -0.78
H 2.84 -4.51 -2.47
H 3.50 -5.91 -1.62
H 2.00 -5.45 0.31
H 1.02 -5.53 -1.15
H 0.38 -3.46 -0.19
H 2.02 0.47 0.94
H 2.62 0.33 -0.70
H 3.72 -1.11 1.77
H 4.51 0.21 0.89
H 5.34 -2.10 0.22
H 4.70 -1.16 -1.13
H 4.43 -4.50 0.14
H 4.94 -3.84 -1.42
N -6.23 -4.60 -1.57
C -5.26 -4.10 -1.21
C -4.04 -3.47 -0.75
C -2.89 -3.54 -1.53
C -1.74 -2.90 -1.11
C -1.72 -2.20 0.11
C -2.87 -2.17 0.91
C -4.03 -2.80 0.47
H -2.91 -4.07 -2.47
H -0.86 -2.93 -1.74
H -2.87 -1.68 1.86
H -4.93 -2.77 1.08
N -0.92 0.72 -0.05
P -0.90 2.31 -0.15
C -0.12 3.06 1.29
C -0.72 2.84 2.53
C -0.10 3.29 3.69
C 1.10 3.98 3.60
C 1.70 4.20 2.37
C 1.10 3.74 1.21
C -2.58 2.92 -0.24
C -3.58 2.08 -0.72
C -4.89 2.53 -0.81
C -5.20 3.83 -0.41
C -4.21 4.67 0.07
C -2.90 4.22 0.17
C 0.00 2.85 -1.61
C 0.07 4.21 -1.92
C 0.70 4.61 -3.09
C 1.24 3.67 -3.95
C 1.17 2.32 -3.64
C 0.54 1.90 -2.47
H -1.65 2.30 2.60
H -0.56 3.12 4.65
H 1.58 4.34 4.51
H 2.64 4.73 2.31
H 1.57 3.90 0.25
H -3.33 1.07 -1.03
H -5.66 1.87 -1.18
H -6.22 4.18 -0.48
H -4.46 5.67 0.38
H -2.14 4.87 0.58
H -0.37 4.95 -1.27
H 0.77 5.67 -3.32
H 1.71 3.99 -4.87
H 1.58 1.58 -4.32
H 0.47 0.85 -2.23
*
```

⟨S²⟩: 0.7595
Kohn-Sham gap (spin up / spin down) (Eh): 0.2756 / 0.2584
E (eV): -68937.400
HOMO level (spin up / spin down) (Eh): -0.39299 / -0.41474

Löwdin atomic charge list, values in e, 5 entries: Ir 1.4409; F 0.0360; C -0.4936; F 0.0395; C -0.5889

4.
DFT (the ωB97M-V functional and the def2-TZVPD basis) results for C34H32FLaNO2P2 as an isolated structure at a distorted geometry.

ORCA input file:
```
! wB97M-V def2-TZVPD RIJCOSX def2/J DEFGRID3
* xyz 1 1
La -0.01 -0.08 -2.47
N -1.58 -1.69 -4.07
C -2.60 -0.96 -4.91
C -3.36 0.07 -4.09
C -2.34 0.82 -3.28
O -1.26 1.19 -3.90
O -2.34 0.82 -2.04
H -0.94 -2.15 -4.70
H -2.02 -2.43 -3.54
H -3.28 -1.67 -5.38
H -2.04 -0.46 -5.69
H -4.08 -0.38 -3.40
H -3.91 0.74 -4.75
C -0.47 -0.08 2.25
P -0.02 -0.55 0.56
C 1.78 -0.71 0.43
C 2.57 -1.77 0.91
C 3.94 -1.77 0.73
C 4.56 -0.70 0.08
C 3.81 0.35 -0.39
C 2.43 0.34 -0.21
C -0.76 -2.19 0.24
C -1.84 -2.23 -0.65
C -2.51 -3.43 -0.92
C -2.11 -4.60 -0.30
C -1.05 -4.57 0.60
C -0.40 -3.39 0.87
P 0.04 1.67 2.59
C -1.52 2.52 2.15
C -2.39 3.08 3.08
C -3.55 3.71 2.67
C -3.87 3.78 1.32
C -3.02 3.23 0.38
C -1.84 2.62 0.80
C 0.03 1.69 4.40
C -0.79 0.87 5.18
C -0.76 0.95 6.56
C 0.09 1.85 7.18
C 0.91 2.67 6.42
C 0.89 2.58 5.04
H 0.04 -0.76 2.95
H -1.55 -0.23 2.36
H 2.13 -2.61 1.43
H 4.53 -2.59 1.10
H 5.64 -0.71 -0.06
H 4.27 1.18 -0.91
H 1.86 1.20 -0.57
H -2.22 -1.32 -1.10
H -3.36 -3.43 -1.59
H -2.63 -5.52 -0.50
H -0.76 -5.48 1.11
H 0.39 -3.40 1.62
H -2.16 3.04 4.14
H -4.21 4.15 3.40
H -4.78 4.28 1.00
H -3.25 3.28 -0.67
H -1.17 2.22 0.04
H -1.48 0.18 4.71
H -1.40 0.31 7.16
H 0.12 1.92 8.26
H 1.58 3.37 6.90
H 1.54 3.21 4.45
F 6.14 -0.27 -4.98
C 4.89 -0.22 -4.49
C 4.29 1.01 -4.33
C 3.00 1.03 -3.82
C 2.29 -0.13 -3.47
C 2.97 -1.34 -3.67
C 4.26 -1.41 -4.17
H 4.83 1.91 -4.61
H 2.54 2.01 -3.70
H 2.49 -2.29 -3.42
H 4.78 -2.34 -4.33
*
```

Kohn-Sham gap (Eh): 0.2932
E (eV): -63513.146
HOMO level (Eh): -0.39417

Löwdin atomic charge list, values in e, 5 entries: La 2.0249; N -0.0451; C -0.2054; C -0.0845; C -0.7136

5.
DFT (the ωB97M-V functional and the def2-TZVPD basis) results for C34H32N5O6SZn as an isolated structure.

ORCA input file:
```
! wB97M-V def2-TZVPD RIJCOSX def2/J DEFGRID3
* xyz -1 1
Zn -0.12 -1.13 1.20
C 1.55 0.35 4.96
C 1.34 -0.22 3.59
N 0.49 -1.13 3.33
O -0.36 -1.46 4.39
C 2.10 0.32 2.46
C 3.38 1.07 2.64
N 1.56 0.15 1.27
O 2.11 0.64 0.23
H 0.73 0.06 5.62
H 1.61 1.43 4.91
H 2.49 -0.02 5.39
H -1.07 -1.95 3.94
H 4.07 0.52 3.29
H 3.23 2.06 3.07
H 3.84 1.19 1.66
O -2.25 -4.11 3.34
S -1.88 -3.83 1.96
O -2.63 -4.50 0.93
N -1.79 -2.24 1.74
C -2.96 -1.50 1.55
C -4.25 -2.02 1.43
C -5.35 -1.19 1.17
C -5.23 0.16 1.01
C -3.95 0.74 1.15
C -3.71 2.12 0.99
C -2.46 2.64 1.17
C -1.42 1.77 1.53
N -1.60 0.48 1.67
C -2.83 -0.07 1.46
C -0.20 -4.32 1.77
C 0.63 -4.39 2.88
C 1.95 -4.79 2.71
C 2.42 -5.12 1.45
C 1.58 -5.06 0.35
C 0.26 -4.66 0.50
H -4.39 -3.09 1.51
H -6.33 -1.65 1.07
H -6.08 0.79 0.78
H -4.54 2.77 0.71
H -2.26 3.69 1.03
H -0.41 2.13 1.70
H 0.25 -4.14 3.86
H 2.61 -4.84 3.57
H 3.46 -5.42 1.32
H 1.95 -5.31 -0.64
H -0.42 -4.60 -0.34
C 2.18 5.38 -2.79
C 0.89 4.60 -2.90
C -0.29 5.29 -3.16
C -1.50 4.61 -3.23
C -1.52 3.23 -3.08
C -0.34 2.53 -2.85
N -0.45 1.13 -2.68
C 0.35 0.18 -3.28
C 0.87 0.39 -4.57
C 1.64 -0.57 -5.20
C 1.92 -1.78 -4.57
C 1.43 -1.99 -3.29
C 0.65 -1.04 -2.64
C 0.22 -1.30 -1.23
O 0.82 -2.14 -0.52
O -0.75 -0.61 -0.76
C 0.88 3.21 -2.71
C 2.12 2.48 -2.28
H 2.02 6.42 -3.05
H 2.95 4.97 -3.45
H 2.58 5.35 -1.77
H -0.26 6.36 -3.29
H -2.42 5.15 -3.42
H -2.45 2.67 -3.17
H -0.90 0.79 -1.83
H 0.64 1.33 -5.07
H 2.02 -0.38 -6.20
H 2.53 -2.53 -5.06
H 1.66 -2.90 -2.75
H 2.64 2.03 -3.14
H 1.89 1.67 -1.58
H 2.82 3.15 -1.78
*
```

Kohn-Sham gap (Eh): 0.2719
E (eV): -114769.078
HOMO level (Eh): -0.17912

natural (NBO) atomic charge list, values in e, 5 entries: Zn 1.6594; C -0.6818; C 0.2486; N -0.2687; O -0.5879

6.
DFT (the ωB97M-V functional and the def2-TZVPD basis) results for C34H33As2IP2S6Tc as an isolated structure at a distorted geometry.

ORCA input file:
```
! wB97M-V def2-TZVPD RIJCOSX def2/J DEFGRID3
* xyz 1 1
Tc -1.28 1.85 0.01
S 2.47 0.75 0.57
P 1.10 -0.46 -0.17
C -0.25 0.54 -0.91
P -0.37 0.76 -2.70
S 0.11 2.69 -3.23
C -2.05 0.39 -3.20
C -2.73 -0.63 -2.55
C -4.00 -0.99 -2.96
C -4.60 -0.32 -4.01
C -3.92 0.71 -4.67
C -2.64 1.06 -4.27
C 0.71 -0.17 -3.79
C 2.05 0.18 -3.94
C 2.84 -0.50 -4.84
C 2.30 -1.53 -5.61
C 0.97 -1.89 -5.46
C 0.17 -1.21 -4.56
C 0.37 -1.62 1.02
C -0.99 -1.81 1.19
C -1.47 -2.69 2.16
C -0.57 -3.39 2.95
C 0.80 -3.24 2.76
C 1.27 -2.36 1.80
C 1.85 -1.67 -1.31
C 3.21 -1.62 -1.60
C 3.81 -2.66 -2.29
C 3.06 -3.76 -2.69
C 1.70 -3.81 -2.41
C 1.09 -2.77 -1.72
H -2.26 -1.15 -1.72
H -4.53 -1.79 -2.45
H -5.60 -0.59 -4.33
H -4.39 1.23 -5.49
H -2.12 1.86 -4.78
H 2.48 0.98 -3.34
H 3.89 -0.23 -4.96
H 2.93 -2.06 -6.32
H 0.56 -2.69 -6.06
H -0.88 -1.48 -4.46
H -1.69 -1.28 0.56
H -2.54 -2.83 2.28
H -0.94 -4.06 3.72
H 1.50 -3.80 3.36
H 2.34 -2.24 1.65
H 3.79 -0.77 -1.26
H 4.87 -2.62 -2.50
H 3.53 -4.58 -3.21
H 1.11 -4.67 -2.73
H 0.03 -2.83 -1.48
S -3.34 4.69 -0.43
As -3.13 6.17 -1.92
S -0.02 3.77 -0.19
S -1.28 3.47 -1.71
S -1.59 5.61 -3.24
C 1.01 3.33 2.69
As -0.28 1.94 2.31
C -1.78 2.68 3.30
C 0.27 0.42 3.40
C 0.50 0.83 4.83
C -0.53 0.80 5.76
C -0.30 1.17 7.08
C 0.97 1.57 7.48
C 2.01 1.59 6.55
C 1.77 1.23 5.24
H 1.08 3.42 3.77
H 0.66 4.27 2.29
H 1.98 3.08 2.27
H -1.44 3.02 4.28
H -2.56 1.94 3.41
H -2.18 3.53 2.75
H 1.17 0.05 2.94
H -0.52 -0.32 3.31
H -1.52 0.47 5.46
H -1.12 1.14 7.80
H 1.15 1.85 8.51
H 3.00 1.89 6.86
H 2.58 1.24 4.52
I -3.59 0.89 0.62
*
```

Kohn-Sham gap (spin up / spin down) (Eh): 0.1914 / 0.1916
E (eV): -251355.285
HOMO level (spin up / spin down) (Eh): -0.37465 / -0.37469

Löwdin atomic charge list, values in e, 5 entries: Tc 0.2949; S 0.3125; P 0.4438; C -0.6824; P 0.6100

Q: Which energy relative to the best compared isomer or geometry (same formula, charge and spin) values were calculated for the entries above? A: 2.644; 0.702; 0.000; 0.477; 0.325; 2.635, in eV.